The following is a quantum chemistry calculation of an isolated molecule of C5H3I, from the Open Molecules 2025 dataset.

Properties
E_tot: -13326.4610 eV
Strongest force on any atom: 2.49 eV Å⁻¹
HOMO energy (alpha / beta): -7.9 / -9.5 eV
<S²>: 2.07
Orbital gap (alpha / beta): 8.29 / 6.33 eV
2S+1: 3
Energy above the lowest of the compared OMol25 structures with the same formula, charge and spin: 0.411 eV

Element x y z (Å)
C  1.471  0.945  -0.354
C  1.874  1.964  0.178
C  1.101  -0.377  -0.073
C  -0.244  -0.786  -0.133
C  -1.277  0.109  0.052
I  -3.323  -0.339  -0.030
H  1.922  -0.902  0.441
H  -0.614  -1.804  -0.266
H  -0.911  1.191  0.185

Atomic forces in eV per Å
-0.7 -1.0 1.2
0.8 1.9 -0.4
0.9 -0.3 -0.1
-2.5 -0.1 0.1
1.8 1.4 -0.4
0.9 0.2 0.0
-0.7 -0.4 -0.6
0.9 -0.2 0.3
-1.3 -1.6 -0.1

=====

The following is a quantum chemistry calculation of a cluster of 2 separate species, CHN3O3S in total, from the Open Molecules 2025 dataset.

Properties
E_tot: -22493.6245 eV
Strongest force on any atom: 3.38 eV Å⁻¹
HOMO energy (alpha / beta): -10.8 / -10.7 eV
Orbital gap (alpha / beta): 7.85 / 8.48 eV
Energy above the lowest of the compared OMol25 structures with the same formula, charge and spin: 7.910 eV

Element x y z (Å)
C  0.358  1.525  -1.002
N  0.772  2.336  -1.671
N  -1.127  1.196  0.977
N  1.036  -1.657  0.356
O  2.069  -1.332  -0.015
O  0.614  -2.581  0.991
O  -1.420  -0.384  -1.104
S  -0.529  0.234  -0.118
H  -1.773  0.663  1.585

Atomic forces in eV per Å
-1.2 -2.4 1.7
1.1 1.7 -1.4
0.6 -1.2 0.0
-2.8 -1.2 1.4
3.0 0.7 -1.1
0.1 0.6 -0.4
1.0 0.0 0.8
-1.8 1.6 -0.7
0.1 0.3 -0.4

=====

The following is a quantum chemistry calculation of a cluster of 2 separate species, C2H8OS in total, from the Open Molecules 2025 dataset.

Properties
E_tot: -15085.2416 eV
Strongest force on any atom: 3.79 eV Å⁻¹
HOMO energy: -8.7 eV
Orbital gap: 9.36 eV
Energy above the lowest of the compared OMol25 structures with the same formula, charge and spin: 1.237 eV

Element x y z (Å)
C  -0.595  0.746  -0.900
S  -1.110  0.449  0.886
C  0.234  -0.713  1.256
H  -0.808  -0.213  -1.485
H  0.440  1.168  -0.923
H  -1.287  1.510  -1.158
H  0.033  -1.220  2.252
H  0.715  -1.558  0.512
H  1.258  -0.287  1.434
H  2.852  -0.754  -1.646
H  1.720  0.008  -1.204
O  1.876  -0.755  -1.762

Atomic forces in eV per Å
-0.3 -1.2 1.2
1.6 -0.9 -1.5
2.8 -2.4 0.7
0.8 1.5 0.7
-1.0 -0.5 -0.1
-0.4 0.7 -0.8
-0.1 0.5 -1.3
-2.5 1.8 1.1
-1.1 0.8 0.1
-0.7 -0.6 -0.6
-0.7 0.2 0.1
1.7 0.2 0.4

=====

The following is a quantum chemistry calculation of a structure of composition C35H32AsN13O3PbS2, from the Open Molecules 2025 dataset.

Properties
E_tot: -150087.6956 eV
Strongest force on any atom: 0.32 eV Å⁻¹
Net charge: -2
HOMO energy: -2.6 eV
Orbital gap: 6.78 eV
Energy above the lowest of the compared OMol25 structures with the same formula, charge and spin: 0.531 eV

Element x y z (Å)
Pb  -0.166  0.037  0.700
O  -0.079  0.837  5.121
C  -0.169  0.374  3.978
N  -0.192  1.019  2.814
C  -0.391  2.411  2.767
C  0.294  3.338  3.547
C  0.035  4.694  3.409
C  -0.910  5.136  2.493
C  -1.593  4.216  1.709
C  -1.345  2.856  1.834
N  -1.959  1.875  1.017
C  -3.229  1.592  1.287
O  -4.030  2.200  2.020
C  -3.760  0.384  0.533
C  -5.131  0.260  0.315
C  -5.594  -0.828  -0.401
C  -4.684  -1.764  -0.873
C  -3.341  -1.568  -0.596
N  -2.895  -0.525  0.097
C  -0.364  -1.126  3.838
C  -0.252  -1.937  4.961
C  -0.498  -3.291  4.829
C  -0.853  -3.797  3.588
C  -0.927  -2.919  2.522
N  -0.695  -1.619  2.648
H  1.020  2.976  4.260
H  0.578  5.408  4.018
H  -1.113  6.196  2.387
H  -2.343  4.544  0.998
H  -5.783  1.022  0.718
H  -6.654  -0.947  -0.597
H  -5.000  -2.622  -1.453
H  -2.584  -2.258  -0.960
H  0.025  -1.473  5.896
H  -0.407  -3.950  5.685
H  -1.046  -4.851  3.439
H  -1.164  -3.270  1.522
N  3.846  0.624  1.260
C  3.382  -0.605  1.683
N  4.186  -1.485  2.278
N  3.377  -2.521  2.572
N  2.186  -2.299  2.127
N  2.140  -1.070  1.556
C  3.245  1.480  0.358
N  3.933  2.426  -0.276
N  3.019  3.010  -1.077
N  1.871  2.444  -0.934
N  1.970  1.450  -0.021
H  4.820  0.799  1.435
O  -0.075  -3.157  -2.143
S  1.086  -2.556  -1.430
C  2.306  -3.867  -1.294
C  3.426  -3.683  -0.495
C  4.326  -4.727  -0.353
C  4.100  -5.937  -0.995
C  2.963  -6.114  -1.772
C  2.052  -5.076  -1.918
C  1.929  -1.483  -2.595
C  1.395  -1.319  -3.860
C  1.962  -0.372  -4.702
C  3.027  0.404  -4.265
C  3.542  0.240  -2.986
C  2.989  -0.709  -2.142
H  3.581  -2.760  0.047
H  5.187  -4.592  0.290
H  4.803  -6.754  -0.873
H  2.778  -7.065  -2.258
H  1.145  -5.180  -2.500
H  0.528  -1.901  -4.146
H  1.544  -0.215  -5.689
H  3.435  1.172  -4.911
H  4.326  0.887  -2.613
H  3.349  -0.812  -1.128
C  -2.774  4.011  -4.251
As  -2.550  2.870  -2.694
C  -1.002  3.573  -1.800
C  -4.071  3.349  -1.592
S  -2.454  0.868  -3.258
H  -2.874  5.055  -3.953
H  -3.662  3.683  -4.788
H  -1.902  3.887  -4.890
H  -1.175  4.622  -1.555
H  -0.133  3.462  -2.443
H  -0.828  3.008  -0.891
H  -4.252  4.421  -1.684
H  -3.869  3.097  -0.554
H  -4.934  2.788  -1.946

Atomic forces in eV per Å
0.0 0.0 -0.1
0.0 0.0 -0.1
0.1 0.0 0.0
0.0 0.1 0.0
0.1 0.0 0.0
0.0 -0.1 0.0
0.0 0.0 0.0
0.0 0.0 0.0
0.0 0.0 0.0
0.0 0.0 -0.1
0.0 0.0 0.3
0.0 0.1 -0.1
0.0 0.0 -0.1
-0.1 -0.1 -0.1
0.1 0.0 0.0
0.0 0.0 0.0
0.0 0.0 0.0
0.0 0.0 0.0
0.0 -0.1 0.0
0.0 -0.1 0.1
0.0 0.0 -0.1
0.0 0.0 0.0
0.0 0.0 0.0
0.1 0.0 0.0
-0.1 0.0 0.0
0.0 0.0 0.0
0.0 0.0 0.0
0.0 0.0 0.0
0.0 0.0 0.0
0.0 0.0 0.0
0.0 0.0 0.0
0.0 0.0 0.0
0.0 0.0 0.0
0.0 0.0 0.0
0.0 0.0 0.0
0.0 0.0 0.0
0.0 0.0 0.0
0.0 0.0 0.2
0.0 -0.3 -0.1
-0.1 0.2 0.2
0.1 -0.1 -0.3
0.0 0.1 0.2
0.1 0.1 0.0
-0.1 0.1 -0.3
0.0 -0.1 0.1
0.0 0.1 0.0
0.0 -0.1 0.0
-0.1 0.1 0.3
0.0 0.0 0.0
-0.2 -0.1 -0.2
-0.1 -0.1 0.2
0.2 0.1 0.0
0.0 -0.1 0.0
0.0 0.0 0.0
0.0 0.0 0.0
0.0 0.0 0.0
0.0 0.0 -0.1
0.0 0.0 0.1
0.0 0.0 0.0
0.0 0.0 0.0
0.0 0.0 0.0
0.0 0.0 0.1
0.0 0.0 -0.1
0.0 0.0 0.0
0.0 0.0 0.0
0.0 0.0 0.0
0.0 0.0 0.0
0.0 0.0 0.0
0.0 0.0 0.0
0.0 0.0 0.0
0.0 0.0 0.0
0.0 0.0 0.0
0.0 0.0 0.0
0.0 0.0 0.1
0.1 -0.1 0.1
-0.1 0.1 -0.2
0.0 0.0 -0.1
-0.1 0.0 0.0
0.0 0.0 0.0
0.0 0.0 0.0
0.0 0.0 0.0
0.0 0.0 0.0
0.0 0.0 0.0
0.0 0.0 0.0
0.0 0.0 0.0
0.0 0.0 0.0
0.0 0.0 0.0

=====

The following is a quantum chemistry calculation of a cluster of 9 separate species, C24H42Br12O9 in total, from the Open Molecules 2025 dataset.

Properties
E_tot: -884505.3625 eV
Strongest force on any atom: 6.94 eV Å⁻¹
HOMO energy: -9.9 eV
Orbital gap: 9.96 eV
Energy above the lowest of the compared OMol25 structures with the same formula, charge and spin: 0.000 eV

Element x y z (Å)
Br  0.731  3.557  3.264
C  0.997  1.912  4.348
C  -0.224  1.745  5.206
Br  0.459  0.711  6.800
H  1.771  2.147  5.079
H  1.383  1.015  3.863
H  -1.078  1.260  4.734
H  -0.497  2.741  5.557
Br  -6.610  1.782  -2.374
C  -6.588  1.156  -0.479
C  -6.292  -0.379  -0.430
Br  -4.408  -0.889  -0.926
H  -7.531  1.445  -0.015
H  -5.737  1.682  -0.046
H  -6.883  -0.967  -1.132
H  -6.551  -0.755  0.561
Br  1.402  -3.604  0.789
C  2.808  -4.328  -0.394
C  4.123  -4.255  0.360
Br  5.638  -4.620  -0.871
H  2.764  -3.920  -1.404
H  2.618  -5.388  -0.562
H  4.123  -4.981  1.173
H  4.256  -3.258  0.781
Br  4.298  4.909  0.245
C  4.186  3.363  -0.997
C  2.818  2.738  -0.932
Br  2.629  1.660  0.746
H  4.920  2.609  -0.714
H  4.368  3.782  -1.986
H  2.697  2.166  -1.852
H  1.994  3.451  -0.888
Br  -0.217  -0.176  -1.696
C  -0.695  -0.957  0.134
C  0.097  -0.350  1.312
Br  -0.652  -1.027  3.026
H  -0.652  -2.041  0.242
H  -1.727  -0.666  0.332
H  -0.016  0.733  1.338
H  1.139  -0.629  1.155
Br  -2.077  -4.434  1.370
C  -1.656  -5.206  3.127
C  -0.664  -4.262  3.827
Br  0.245  -5.251  5.304
H  -1.333  -6.238  2.986
H  -2.581  -5.419  3.662
H  -1.145  -3.380  4.250
H  0.168  -3.899  3.223
C  -7.428  2.027  2.995
C  -6.095  1.616  3.593
C  -5.965  0.154  3.948
O  -4.658  -0.156  3.562
C  -4.244  0.717  2.634
O  -3.188  0.663  2.034
O  -5.168  1.704  2.498
H  -8.168  2.234  3.769
H  -7.807  1.166  2.444
H  -7.465  2.985  2.478
H  -5.825  2.331  4.370
H  -6.634  -0.517  3.409
H  -6.231  0.022  4.996
C  3.621  -0.949  -1.705
C  4.814  -0.021  -2.002
C  6.068  -0.682  -2.493
O  6.549  -0.011  -3.609
C  5.686  0.949  -3.884
O  5.795  1.896  -4.680
O  4.608  0.885  -3.063
H  2.674  -0.455  -1.491
H  3.770  -1.574  -0.825
H  3.511  -1.722  -2.466
H  5.016  0.592  -1.123
H  5.941  -1.722  -2.793
H  6.828  -0.728  -1.713
C  0.583  0.746  -6.492
C  0.990  1.433  -5.149
C  2.474  1.742  -5.143
O  2.466  3.090  -4.696
C  1.248  3.610  -4.871
O  0.942  4.843  -5.122
O  0.385  2.640  -5.186
H  1.145  -0.185  -6.565
H  0.660  1.369  -7.383
H  -0.470  0.477  -6.574
H  0.663  0.885  -4.265
H  3.072  1.599  -6.043
H  3.018  1.061  -4.489

Atomic forces in eV per Å
0.2 -0.9 0.1
0.6 0.7 0.9
0.2 0.0 0.4
-0.8 0.3 -0.7
0.2 0.5 -0.5
-0.6 0.3 -0.7
0.2 -0.2 0.3
-0.1 -0.3 0.3
-0.2 -0.2 0.8
1.3 -1.0 -1.1
-0.2 0.6 -0.4
-1.2 0.5 0.5
0.1 -0.2 -0.2
-0.3 0.1 0.1
0.0 0.4 0.0
0.5 0.0 0.1
0.7 -0.4 -0.7
0.1 -1.1 0.1
-0.1 0.6 -0.3
-0.6 0.1 0.5
0.1 0.7 0.5
-0.5 0.0 0.2
0.2 0.0 -0.2
0.3 -0.1 -0.1
0.2 -0.7 -0.4
-0.4 0.6 0.5
-0.2 0.2 0.2
0.4 0.4 -1.2
0.2 0.5 0.0
0.1 -0.2 0.1
-0.2 -0.7 0.4
0.2 0.0 0.1
-0.2 -0.9 1.7
-0.8 0.8 1.3
-0.2 0.0 -1.3
0.7 0.2 -1.0
0.3 0.1 -1.0
-0.1 0.1 -0.6
0.0 -0.2 0.2
0.0 0.0 0.8
-0.3 -0.3 0.4
0.2 -0.1 0.1
-0.1 -0.8 0.4
-0.5 0.4 -0.4
0.9 0.4 -0.4
-0.1 1.0 0.1
-0.1 -0.4 0.1
-0.3 -0.4 -0.1
-0.9 -0.3 1.1
-1.1 0.8 -1.6
-1.4 0.3 0.7
1.0 -0.7 0.5
1.9 0.7 -1.1
-2.2 0.0 1.0
1.0 -0.1 0.0
0.0 -0.4 0.4
-0.1 0.4 -0.5
0.7 -0.3 -0.5
0.4 -0.3 0.2
-0.2 0.3 -0.3
0.9 -0.3 0.2
0.4 -0.4 -0.1
-0.6 -0.3 0.7
1.0 -3.0 1.6
0.3 1.0 -0.8
-0.4 4.4 -2.0
0.0 -3.4 1.9
-0.7 0.5 -0.7
0.2 0.3 -0.4
0.6 0.3 0.4
-0.2 0.4 -0.5
0.0 -0.1 0.2
-0.4 -0.1 0.0
0.2 0.3 -0.1
-0.4 -0.8 0.8
0.1 -2.7 -2.7
0.5 -1.2 0.7
0.7 0.9 0.8
-1.5 5.7 -3.7
1.9 -5.7 2.4
-1.4 2.7 1.1
0.1 0.0 -0.4
0.9 0.3 0.3
-0.2 -0.1 0.8
0.1 -0.3 0.0
-0.7 0.7 -0.7
-0.3 0.6 0.6

=====

The following is a quantum chemistry calculation of a cluster of 2 separate species, C8H21NSi in total, from the Open Molecules 2025 dataset.

Properties
E_tot: -17998.2377 eV
Strongest force on any atom: 4.23 eV Å⁻¹
HOMO energy (alpha / beta): -5.3 / -8.7 eV
<S²>: 2.00
Orbital gap (alpha / beta): 6.31 / 7.38 eV
2S+1: 3

Element x y z (Å)
C  2.784  -0.424  -0.665
C  1.882  2.044  -0.334
C  -1.991  0.891  1.583
C  -2.322  1.463  -0.934
C  0.277  -2.527  -1.158
C  -1.218  -2.093  0.638
C  1.683  0.655  -0.911
C  -1.295  1.254  0.220
N  -0.360  -1.515  -0.333
Si  0.168  0.056  0.002
H  3.186  -0.725  -1.632
H  3.619  0.047  0.076
H  2.253  -1.268  -0.109
H  2.736  2.591  -0.788
H  2.167  1.963  0.684
H  0.998  2.521  -0.396
H  -2.611  -0.017  1.528
H  -1.199  0.607  2.334
H  -2.702  1.559  2.004
H  -3.046  2.168  -0.559
H  -2.656  0.471  -1.323
H  -1.861  1.981  -1.728
H  1.274  -2.934  -0.895
H  -0.410  -3.331  -1.430
H  0.464  -1.976  -2.098
H  -0.920  -3.047  0.969
H  -1.377  -1.472  1.425
H  -2.189  -2.395  0.112
H  1.621  0.798  -1.989
H  -0.810  2.150  0.530
H  1.202  0.263  2.478

Atomic forces in eV per Å
0.3 1.2 2.5
3.9 -1.4 -0.4
0.8 -2.2 -0.1
1.1 -0.9 1.2
0.4 1.4 -2.0
-2.2 -2.0 -3.0
0.1 -0.4 -0.8
-1.2 -0.9 0.7
0.9 -1.7 -0.3
-0.3 0.9 0.0
0.3 -0.3 0.4
-1.7 -1.4 -1.9
1.4 0.7 -0.8
-0.7 -0.1 -0.1
0.1 0.0 1.3
-2.7 2.3 -0.3
0.2 0.1 -0.4
-0.8 0.6 -0.5
-0.2 1.4 0.2
-1.0 -0.3 0.0
-0.3 0.9 0.5
0.7 0.5 -1.2
-0.6 0.1 0.6
0.0 0.0 0.3
0.2 -0.6 0.0
1.1 -1.1 0.8
-0.7 1.5 2.3
0.6 0.8 0.8
-0.4 -0.2 -0.2
0.4 1.2 -0.4
0.4 0.1 0.9